Computed, not measured: a structure of composition C29H26AsF15MnNO6S4, with ωB97M-V with the def2-TZVPD basis set.

Calculated values
* energy above the lowest of the compared OMol25 structures with the same formula, charge and spin: 15.30 kcal/mol
* energy: -220536.1666 eV
* LUMO (alpha / beta): 2.3 / 2.3 eV
* orbital gap (alpha / beta): 7.2 / 7.3 eV
* max |F|: 0.0177 Eh/bohr

Geometry as ORCA input:
```
! RIJCOSX wB97M-V def2-TZVPD def2/J DEFGRID3
* xyz -1 2
Mn -0.08861 0.55791 1.15438
S -0.61891 -1.15395 2.65637
C -1.36256 -2.44200 1.72138
C -2.18674 -3.37275 2.36962
C -2.81218 -4.38678 1.66691
C -2.62906 -4.51179 0.29347
C -1.79751 -3.61343 -0.35889
C -1.16938 -2.58841 0.34074
As 0.03567 -1.32283 -0.48979
C 1.62464 -2.44802 -0.61333
C 2.57016 -2.22548 -1.61152
C 3.72138 -2.99502 -1.66348
C 3.94481 -3.98360 -0.71337
C 3.00545 -4.20672 0.28072
C 1.84370 -3.44629 0.32664
C -0.57860 -1.38939 -2.33118
C -0.15346 -2.37323 -3.22016
C -0.64006 -2.39487 -4.51962
C -1.55035 -1.43582 -4.94219
C -1.97873 -0.45593 -4.05943
C -1.49708 -0.43723 -2.75793
H -2.33769 -3.27232 3.43802
H -3.45316 -5.08503 2.19284
H -3.12033 -5.30212 -0.26001
H -1.64292 -3.70835 -1.42726
H 2.41373 -1.44521 -2.34221
H 4.45302 -2.81083 -2.44034
H 4.85213 -4.57432 -0.74616
H 3.17551 -4.97116 1.02890
H 1.11692 -3.62241 1.11085
H 0.56842 -3.11571 -2.90444
H -0.29689 -3.15800 -5.20757
H -1.91664 -1.44763 -5.96128
H -2.67340 0.30920 -4.38239
H -1.83246 0.33752 -2.08340
F 2.77530 4.09974 -3.22259
C 2.94908 3.06891 -2.38861
F 2.91296 3.52616 -1.14308
F 4.15372 2.54018 -2.61797
S 1.66081 1.77906 -2.65120
O 1.81765 0.88560 -1.54313
O 1.88597 1.31601 -3.98550
N 0.31828 2.60820 -2.62354
S -0.62851 2.93271 -1.44524
O -2.00169 2.80249 -1.85100
O -0.28604 2.43027 -0.12534
C -0.42913 4.75475 -1.27351
F -1.36276 5.22715 -0.43360
F 0.76431 5.08285 -0.79125
F -0.59461 5.35175 -2.45209
F 4.84780 -0.37873 2.36601
C 3.54529 -0.35781 2.01594
F 2.94913 -1.37183 2.65937
F 3.48331 -0.60897 0.71388
C 2.84227 1.00374 2.33504
O 1.68614 1.16331 1.69934
C 2.63325 1.08805 3.88511
F 3.69988 0.67391 4.59718
F 1.59501 0.34529 4.26587
F 2.37864 2.35371 4.26427
C 3.81590 2.15337 1.90979
F 3.17689 3.32505 1.86873
F 4.32237 1.92585 0.69274
F 4.85775 2.30449 2.75397
C -2.55950 1.86309 3.34065
S -0.82964 2.18258 2.97778
C -0.96590 3.85568 2.34690
H -2.86320 2.40508 4.23567
H -2.65025 0.79022 3.50473
H -3.18334 2.16202 2.49772
H -1.70685 3.90015 1.55123
H 0.00711 4.12541 1.94066
H -1.22766 4.53869 3.15464
C -4.19691 -0.73211 0.79913
C -3.46048 0.50304 0.36334
C -4.28375 1.65538 -0.13804
O -2.25067 0.58712 0.42520
H -5.25450 -0.68665 0.54361
H -4.08731 -0.82327 1.88237
H -3.73702 -1.61655 0.36024
H -4.78773 1.35263 -1.05970
H -3.65674 2.51850 -0.34280
H -5.06346 1.88572 0.59219
*
```

These are the Mulliken partial charges, in e, on atoms 1 to 6: number 1, Mn, carries 0.81; number 2, S, carries -0.70; number 3, C, carries 1.41; number 4, C, carries -0.70; number 5, C, carries -0.70; number 6, C, carries -0.74